# 1
{"formula": "C21H32N4SSn", "method": "ωB97M-V/def2-TZVPD", "molar_mass_g_mol": 491.29, "e_above_lowest_kcal_mol": 5.0, "charge": 0, "symbols": ["Sn", "C", "C", "N", "C", "C", "C", "C", "C", "C", "C", "N", "C", "C", "N", "N", "H", "H", "H", "H", "H", "H", "H", "H", "H", "H", "H", "H", "H", "H", "H", "H", "H", "H", "C", "C", "C", "C", "C", "C", "C", "C", "C", "C", "H", "H", "H", "H", "H", "H", "H", "H", "H", "H", "H", "H", "H", "H", "S"], "coordinates": [[0.348, -0.085, -1.343], [-2.823, 0.980, -1.036], [-2.898, 0.724, -2.514], [-1.577, 0.183, -2.942], [-0.961, 0.878, -4.073], [0.096, 1.923, -3.621], [0.597, 2.885, -4.492], [1.599, 3.746, -4.011], [2.098, 3.593, -2.729], [1.547, 2.587, -1.884], [2.002, 2.376, -0.470], [1.030, 1.643, 0.367], [-0.007, 2.494, 1.053], [-1.357, 1.916, 0.732], [-1.549, 1.590, -0.673], [0.651, 1.761, -2.363], [-2.970, 0.011, -0.506], [-3.717, 1.663, -0.744], [-3.047, 1.658, -3.100], [-3.703, -0.026, -2.693], [-1.744, -0.783, -3.239], [-1.693, 1.369, -4.698], [-0.435, 0.192, -4.725], [0.229, 2.962, -5.548], [1.900, 4.614, -4.600], [2.934, 4.235, -2.399], [2.312, 3.332, 0.031], [2.939, 1.780, -0.589], [1.634, 1.219, 1.083], [0.059, 3.509, 0.647], [0.161, 2.525, 2.143], [-2.086, 2.690, 1.162], [-1.594, 0.992, 1.264], [-1.345, 2.437, -1.250], [1.792, -1.819, 4.802], [0.441, -1.485, 4.139], [-0.752, -1.580, 5.123], [0.333, -2.195, 2.808], [-0.736, -3.036, 2.510], [-0.792, -3.656, 1.273], [0.316, -3.557, 0.374], [0.237, -4.305, -0.934], [1.400, -2.693, 0.667], [1.359, -1.988, 1.852], [1.957, -1.208, 5.711], [2.600, -1.496, 4.119], [1.871, -2.891, 5.052], [0.537, -0.445, 3.807], [-0.900, -2.594, 5.439], [-1.672, -1.153, 4.692], [-0.506, -0.951, 6.033], [-1.539, -3.180, 3.221], [-1.618, -4.295, 0.983], [0.779, -3.812, -1.773], [-0.817, -4.501, -1.151], [0.764, -5.280, -0.906], [2.199, -2.546, -0.060], [2.179, -1.311, 2.128], [1.939, -1.593, -2.144]]}

***

# 2
{"formula": "C21H32NO8RbS", "method": "ωB97M-V/def2-TZVPD", "molar_mass_g_mol": 544.02, "charge": -2, "symbols": ["Rb", "C", "C", "C", "C", "C", "C", "N", "O", "C", "C", "C", "H", "H", "H", "H", "H", "H", "H", "H", "H", "H", "H", "H", "H", "H", "H", "H", "H", "H", "C", "C", "C", "O", "C", "C", "C", "O", "O", "O", "H", "H", "C", "S", "O", "C", "H", "H", "H", "H", "H", "H", "O", "C", "O", "C", "C", "C", "H", "H", "H", "H", "H", "H"], "coordinates": [[-1.271, -0.020, 0.029], [1.145, -1.108, -2.573], [2.117, -1.638, -1.475], [3.155, -2.518, -2.184], [4.305, -1.731, -2.756], [4.975, -0.925, -1.673], [3.986, 0.045, -1.000], [2.719, -0.579, -0.689], [1.840, 0.355, -0.132], [3.821, 1.289, -1.911], [4.625, 0.493, 0.321], [1.268, -2.526, -0.567], [0.683, -1.950, -3.099], [1.701, -0.525, -3.313], [0.386, -0.489, -2.110], [2.669, -3.139, -2.949], [3.519, -3.289, -1.489], [3.928, -1.051, -3.533], [4.998, -2.373, -3.317], [5.788, -0.348, -2.131], [5.468, -1.533, -0.907], [3.137, 1.110, -2.747], [4.777, 1.598, -2.349], [3.363, 2.118, -1.370], [4.720, -0.372, 0.978], [4.004, 1.240, 0.811], [5.619, 0.908, 0.107], [1.727, -2.972, 0.315], [0.807, -3.300, -1.195], [0.469, -1.923, -0.140], [-2.821, -3.015, 3.877], [-2.402, -3.293, 5.196], [-1.087, -2.685, 5.708], [-0.753, -2.872, 6.898], [-0.278, -2.011, 4.776], [-0.666, -1.739, 3.444], [-2.064, -2.260, 2.972], [-2.439, -2.009, 1.800], [-0.002, -1.048, 2.650], [-3.099, -3.996, 5.954], [-3.776, -3.420, 3.564], [0.633, -1.544, 5.135], [-3.412, 1.688, -4.350], [-2.294, 0.293, -4.096], [-2.230, 0.123, -2.621], [-3.445, -0.990, -4.667], [-4.311, 1.584, -3.746], [-3.623, 1.862, -5.405], [-2.869, 2.563, -3.984], [-3.516, -0.952, -5.753], [-4.415, -0.794, -4.212], [-3.050, -1.932, -4.296], [-2.495, 2.128, 1.552], [-2.748, 3.164, 2.080], [-2.389, 4.361, 1.563], [-2.953, 5.447, 2.303], [-3.495, 4.857, 3.609], [-3.582, 3.362, 3.323], [-3.674, 5.992, 1.690], [-2.141, 6.153, 2.486], [-4.425, 5.290, 3.976], [-2.783, 5.060, 4.412], [-4.603, 3.061, 3.080], [-3.240, 2.725, 4.134]]}

***

# 3
{"formula": "C21H32O2", "method": "ωB97M-V/def2-TZVPD", "molar_mass_g_mol": 316.48, "e_above_lowest_kcal_mol": 0.0, "smiles": "CC/C=C\\C/C=C\\C/C=C\\C/C=C\\C/C=C\\CCCC(=O)OC", "charge": 0, "symbols": ["C", "C", "C", "C", "C", "C", "C", "C", "C", "C", "C", "C", "C", "C", "C", "C", "C", "C", "C", "C", "O", "O", "C", "H", "H", "H", "H", "H", "H", "H", "H", "H", "H", "H", "H", "H", "H", "H", "H", "H", "H", "H", "H", "H", "H", "H", "H", "H", "H", "H", "H", "H", "H", "H", "H"], "coordinates": [[0.247, 3.462, -4.107], [0.208, 3.461, -2.577], [-0.272, 2.137, -2.065], [0.429, 1.213, -1.424], [1.873, 1.267, -1.025], [2.628, 0.135, -1.659], [3.308, -0.820, -1.045], [3.481, -1.014, 0.436], [3.264, -2.458, 0.789], [2.095, -3.017, 1.065], [0.768, -2.315, 1.066], [0.145, -2.440, -0.295], [-1.047, -2.924, -0.609], [-2.105, -3.445, 0.324], [-3.393, -2.713, 0.082], [-3.869, -1.706, 0.799], [-3.208, -1.096, 1.999], [-2.165, -0.061, 1.561], [-1.395, 0.505, 2.761], [-0.313, 1.424, 2.256], [0.834, 1.102, 2.068], [-0.790, 2.645, 2.015], [0.110, 3.594, 1.456], [0.569, 4.432, -4.480], [-0.739, 3.245, -4.513], [0.940, 2.705, -4.465], [-0.478, 4.244, -2.240], [1.201, 3.697, -2.193], [-1.314, 1.933, -2.285], [-0.066, 0.293, -1.138], [1.934, 1.204, 0.062], [2.329, 2.208, -1.340], [2.589, 0.134, -2.742], [3.813, -1.567, -1.647], [4.504, -0.732, 0.706], [2.796, -0.376, 0.993], [4.151, -3.079, 0.779], [2.053, -4.079, 1.272], [0.127, -2.750, 1.833], [0.910, -1.256, 1.289], [0.794, -2.099, -1.093], [-1.337, -2.948, -1.653], [-1.791, -3.345, 1.361], [-2.259, -4.508, 0.112], [-3.945, -3.043, -0.788], [-4.798, -1.241, 0.494], [-3.957, -0.614, 2.630], [-2.713, -1.866, 2.593], [-2.658, 0.756, 1.031], [-1.467, -0.537, 0.872], [-2.072, 1.061, 3.409], [-0.930, -0.308, 3.320], [0.206, 3.421, 0.383], [1.092, 3.504, 1.925], [-0.319, 4.575, 1.646]]}

***

# 4
{"formula": "C21H33CdN6O3SSbSe4", "method": "ωB97M-V/def2-TZVPD", "molar_mass_g_mol": 999.61, "e_above_lowest_kcal_mol": 0.0, "charge": -2, "symbols": ["Cd", "C", "N", "C", "C", "N", "C", "C", "C", "C", "C", "C", "C", "C", "C", "N", "C", "N", "C", "C", "N", "C", "C", "C", "N", "C", "C", "H", "H", "H", "H", "H", "H", "H", "H", "H", "H", "H", "H", "H", "H", "H", "H", "H", "H", "H", "H", "H", "H", "H", "H", "H", "H", "H", "H", "H", "H", "C", "S", "O", "O", "O", "H", "H", "H", "Se", "Sb", "Se", "Se", "Se"], "coordinates": [[1.382, -0.101, 1.172], [1.435, -3.372, 1.806], [1.448, -3.310, 0.356], [2.586, -3.945, -0.289], [0.489, -2.664, -0.337], [-0.057, -1.562, 0.149], [-1.383, -1.284, -0.184], [-2.340, -2.246, 0.070], [-3.644, -2.145, -0.436], [-3.983, -1.095, -1.238], [-3.047, -0.061, -1.496], [-3.377, 0.960, -2.424], [-2.454, 1.913, -2.744], [-1.236, 1.971, -2.051], [-0.929, 1.077, -1.042], [0.140, 1.356, -0.197], [0.301, 2.604, 0.202], [-0.747, 3.460, 0.460], [-2.066, 2.985, 0.792], [-0.669, 4.861, 0.125], [1.523, 3.117, 0.420], [1.808, 3.950, 1.575], [2.711, 2.637, -0.283], [-1.770, -0.080, -0.872], [0.143, -3.180, -1.550], [0.126, -4.600, -1.793], [-0.295, -2.349, -2.649], [1.331, -4.419, 2.121], [0.610, -2.791, 2.208], [2.368, -2.970, 2.204], [3.499, -3.621, 0.212], [2.664, -3.606, -1.319], [2.524, -5.039, -0.241], [-2.035, -3.124, 0.627], [-4.362, -2.930, -0.226], [-4.960, -1.035, -1.703], [-4.347, 0.930, -2.905], [-2.667, 2.652, -3.507], [-0.531, 2.767, -2.261], [-2.018, 1.944, 1.085], [-2.756, 3.077, -0.056], [-2.457, 3.567, 1.632], [0.302, 5.086, -0.309], [-0.816, 5.498, 1.005], [-1.449, 5.105, -0.607], [0.892, 4.205, 2.101], [2.327, 4.861, 1.264], [2.450, 3.393, 2.261], [2.435, 1.963, -1.092], [3.384, 2.108, 0.392], [3.250, 3.497, -0.686], [0.319, -5.141, -0.870], [0.879, -4.893, -2.533], [-0.862, -4.894, -2.167], [0.030, -1.325, -2.484], [-1.384, -2.387, -2.779], [0.193, -2.697, -3.562], [-1.904, 0.651, 3.431], [-0.174, 0.429, 3.812], [0.115, -0.943, 3.388], [-0.055, 0.698, 5.227], [0.556, 1.380, 2.943], [-2.479, 0.102, 4.173], [-2.100, 0.247, 2.439], [-2.146, 1.710, 3.479], [3.863, -0.455, 1.445], [4.725, -0.600, -0.993], [2.652, -0.688, -2.315], [5.998, 1.451, -1.357], [6.039, -2.661, -1.020]]}

***

| no. | total energy (eV) | HOMO level (eV) |
| --- | --- | --- |
| 1 | -44920.976 | -4.82 |
| 2 | -51654.324 | 0.26 |
| 3 | -26389.084 | -8.78 |
| 4 | -320723.894 | -1.16 |